(1)
DFT (wB97M-V/def2-TZVPD) results for one molecule with the formula C3H8N4.

Structure (ORCA input):
```
! wB97M-V def2-TZVPD RIJCOSX def2/J DEFGRID3
* xyz 0 1
C 2.24 -0.08 0.11
C 1.00 0.74 0.31
N 0.54 0.97 -1.19
N -0.60 0.59 -1.39
N -1.15 0.08 -0.33
C -2.45 -0.48 -0.10
N -0.11 0.12 0.88
H 1.81 -1.16 0.07
H 3.04 0.04 0.84
H 2.68 0.16 -0.83
H 1.22 1.79 0.71
H -2.39 -0.80 0.96
H -3.32 0.20 -0.23
H -2.63 -1.29 -0.84
H 0.09 -0.88 1.04
*
```

The LUMO energy is 0.0357 Eh. Its SMILES is C[C@H]1N=NN(C)N1. The HOMO-LUMO gap comes out at 9.4 eV. As for the energy above the lowest of the compared OMol25 structures with the same formula, charge and spin: 92.2 kcal/mol.

Löwdin population analysis, charges in e, atoms 1 to 5: number 1, C, carries -0.076; number 2, C, carries -0.428; number 3, N, carries 0.006; number 4, N, carries -0.014; number 5, N, carries -0.200

(2)
DFT (wB97M-V/def2-TZVPD) results for C14H28ClINOP2Sc as an isolated structure.

Structure (ORCA input):
```
! wB97M-V def2-TZVPD RIJCOSX def2/J DEFGRID3
* xyz 2 1
C 2.14 -3.24 -5.31
C 0.83 -3.73 -5.02
H 2.53 -3.78 -6.20
H 2.77 -3.41 -4.41
H 2.08 -2.15 -5.48
O -0.24 -4.14 -4.80
I -1.49 -1.92 -1.20
Sc 0.54 -0.23 -0.64
P -0.66 1.81 -1.90
C -2.45 2.09 -1.62
C 0.01 3.45 -1.56
H -0.30 4.15 -2.35
H -0.92 2.66 -4.15
H 1.10 3.42 -1.49
H 0.38 1.41 -4.07
H -2.62 2.31 -0.56
H -0.36 3.79 -0.58
C -0.63 1.68 -3.73
H -2.80 2.93 -2.24
H -1.33 0.89 -4.03
H -2.99 1.18 -1.90
P 1.45 -1.95 1.24
C 0.24 -2.65 2.43
C 2.16 -3.50 0.58
H 3.43 -0.67 1.86
H 3.21 -2.15 2.87
H 2.20 -0.68 3.12
C 2.70 -1.31 2.38
H 2.84 -3.30 -0.27
H 2.70 -4.01 1.39
H 0.74 -3.34 3.13
H -0.52 -3.20 1.85
H 1.33 -4.11 0.20
H -0.27 -1.84 2.97
Cl 2.61 0.84 -0.86
C -2.41 2.40 4.45
C -1.68 1.80 3.29
C -2.36 0.98 2.40
C -1.69 0.48 1.30
N -0.36 0.71 1.08
C 0.30 1.52 1.96
C -0.34 2.07 3.05
H -3.15 3.12 4.09
H -2.95 1.62 5.00
H -1.72 2.91 5.13
H -3.41 0.76 2.57
H -2.22 -0.15 0.59
H 1.34 1.72 1.75
H 0.22 2.74 3.71
*
```

The LUMO energy is -0.2861 Eh. The HOMO-LUMO gap comes out at 6.3 eV. As for the energy above the lowest of the compared OMol25 structures with the same formula, charge and spin: 0.0 kcal/mol.

Löwdin population analysis, charges in e, atoms 1 to 5: number 1, C, carries 0.081; number 2, C, carries 0.071; number 3, H, carries 0.159; number 4, H, carries 0.150; number 5, H, carries 0.149

(3)
DFT (wB97M-V/def2-TZVPD) results for one molecule with the formula C6H12O.

Structure (ORCA input):
```
! wB97M-V def2-TZVPD RIJCOSX def2/J DEFGRID3
* xyz 0 1
C -1.15 -0.74 1.45
C -1.16 -0.36 -0.03
O -0.80 -1.48 -0.85
C 0.63 -1.38 -1.33
C 1.29 -0.13 -0.75
C 0.04 0.71 -0.43
C 0.35 1.84 0.55
H -0.13 -0.98 1.73
H -1.51 0.10 2.06
H -1.77 -1.62 1.66
H -2.24 -0.11 -0.25
H 1.26 -2.29 -1.20
H 0.46 -1.25 -2.39
H 1.91 -0.38 0.13
H 1.90 0.51 -1.43
H -0.29 1.13 -1.39
H 0.93 2.67 0.14
H -0.59 2.26 0.88
H 0.88 1.51 1.45
*
```

The LUMO energy is 0.0400 Eh. Its SMILES is C[C@@H]1OCC[C@@H]1C. The HOMO-LUMO gap comes out at 10.5 eV. As for the energy above the lowest of the compared OMol25 structures with the same formula, charge and spin: 25.4 kcal/mol.

Löwdin population analysis, charges in e, atoms 1 to 5: number 1, C, carries -0.060; number 2, C, carries -0.324; number 3, O, carries -0.146; number 4, C, carries -0.146; number 5, C, carries -0.155

(4)
DFT (wB97M-V/def2-TZVPD) results for C25H17Cl4F4N3O2ReS as an isolated structure.

Structure (ORCA input):
```
! wB97M-V def2-TZVPD RIJCOSX def2/J DEFGRID3
* xyz 0 2
Re -0.13 -0.07 -0.33
C -0.85 0.54 -3.32
N 0.33 0.20 -2.49
C 0.93 -1.05 -3.01
C 1.33 1.30 -2.57
C 1.05 2.29 -1.46
N 1.02 1.52 -0.21
C 1.62 2.09 0.92
C 2.53 1.37 1.69
F 2.90 0.14 1.32
C 3.12 1.94 2.81
F 4.00 1.20 3.50
C 2.86 3.24 3.18
C 1.98 3.96 2.41
F 1.68 5.23 2.73
C 1.37 3.40 1.30
F 0.48 4.13 0.61
H -0.56 0.59 -4.38
H -1.25 1.50 -3.00
H -1.61 -0.22 -3.19
H 1.36 -0.89 -4.00
H 0.15 -1.82 -3.08
H 1.70 -1.40 -2.32
H 1.30 1.77 -3.56
H 2.32 0.86 -2.42
H 0.10 2.80 -1.64
H 1.83 3.05 -1.44
H 3.34 3.68 4.04
Cl 2.89 -4.80 3.53
C 1.94 -3.46 3.01
C 1.26 -2.68 3.94
Cl 1.37 -3.02 5.63
C 0.48 -1.60 3.50
Cl -0.40 -0.60 4.61
C 0.40 -1.31 2.15
O -0.35 -0.32 1.64
C 1.10 -2.07 1.23
O 1.02 -1.68 -0.06
C 1.85 -3.15 1.65
Cl 2.67 -4.09 0.45
S -4.44 1.37 -0.67
C -3.50 2.74 -0.29
C -2.17 2.46 -0.15
C -1.87 1.08 -0.39
C -3.02 0.39 -0.66
C -2.95 -1.03 -0.87
C -4.01 -1.88 -1.17
C -3.78 -3.23 -1.33
C -2.48 -3.72 -1.21
C -1.47 -2.84 -0.92
N -1.69 -1.51 -0.76
H -3.98 3.70 -0.16
H -1.44 3.20 0.12
H -5.01 -1.47 -1.25
H -4.60 -3.90 -1.55
H -2.26 -4.77 -1.32
H -0.44 -3.15 -0.80
*
```

The LUMO energy (spin up / spin down) is -0.0257 / -0.0207 Eh. The HOMO-LUMO gap (spin up / spin down) comes out at 6.6 / 6.5 eV. As for the energy above the lowest of the compared OMol25 structures with the same formula, charge and spin: 0.0 kcal/mol.

Löwdin population analysis, charges in e, atoms 1 to 5: number 1, Re, carries 1.650; number 2, C, carries -0.066; number 3, N, carries -0.369; number 4, C, carries -0.073; number 5, C, carries -0.168

(5)
DFT (wB97M-V/def2-TZVPD) results for one molecule with the formula C2H4N2O.

Structure (ORCA input):
```
! wB97M-V def2-TZVPD RIJCOSX def2/J DEFGRID3
* xyz 0 1
C -0.19 0.33 0.03
C -1.27 -0.60 -0.04
N 1.07 -0.07 -0.02
N 1.47 -1.27 0.03
O -2.46 -0.07 0.01
H -0.34 1.42 0.04
H 1.75 0.71 -0.10
H 2.48 -1.35 -0.07
H -2.51 0.91 0.12
*
```

The LUMO energy (spin up / spin down) is -0.0056 / -0.0056 Eh. The HOMO-LUMO gap (spin up / spin down) comes out at 7.6 / 7.6 eV. As for the energy above the lowest of the compared OMol25 structures with the same formula, charge and spin: 111.6 kcal/mol.

Löwdin population analysis, charges in e, atoms 1 to 5: number 1, C, carries -0.195; number 2, C, carries -0.174; number 3, N, carries -0.144; number 4, N, carries 0.091; number 5, O, carries -0.020

(6)
DFT (wB97M-V/def2-TZVPD) results for C17H21Cl2HfNO6 as an isolated structure.

Structure (ORCA input):
```
! wB97M-V def2-TZVPD RIJCOSX def2/J DEFGRID3
* xyz -2 1
C -3.05 -1.57 -1.84
C -2.56 -2.77 -1.27
C -1.43 -3.19 -1.97
C -3.07 -3.40 -0.05
C -1.19 -2.25 -3.02
C -2.14 -1.23 -2.93
C -2.18 0.06 -3.66
C -4.22 -0.75 -1.43
C -0.58 -4.32 -1.61
C -0.09 -2.31 -3.99
Hf -0.07 -0.17 1.00
Cl 0.49 -1.82 2.18
Cl -2.37 -0.10 1.39
O 0.23 -0.80 -0.83
H -4.03 -2.93 0.29
H -2.36 -3.32 0.80
H -3.24 -4.49 -0.22
H -0.17 -4.23 -0.60
H 0.24 -4.47 -2.34
H -1.18 -5.27 -1.63
H 0.82 -2.76 -3.56
H 0.17 -1.30 -4.37
H -0.36 -2.92 -4.89
H -1.38 0.07 -4.41
H -2.02 0.91 -2.96
H -3.15 0.20 -4.15
H -4.37 -0.84 -0.37
H -5.10 -1.07 -1.97
H -4.03 0.30 -1.64
H 1.06 -1.18 -1.25
O -1.27 2.22 -1.13
H -1.90 2.46 -0.36
O 0.19 1.78 2.26
C 1.42 1.82 1.85
O 1.69 1.11 0.81
C 2.42 2.61 2.60
C 3.83 2.33 2.45
C 4.82 3.05 3.13
C 4.38 4.07 3.98
C 3.02 4.37 4.26
C 2.07 3.62 3.57
N 5.36 4.84 4.66
O 6.57 4.56 4.45
O 5.02 5.76 5.45
H 4.06 1.53 1.73
H 5.86 2.81 2.93
H 2.74 5.19 4.94
H 1.00 3.79 3.74
*
```

The LUMO energy (spin up / spin down) is 0.0788 / 0.0789 Eh. The HOMO-LUMO gap (spin up / spin down) comes out at 1.4 / 1.4 eV.

Löwdin population analysis, charges in e, atoms 1 to 5: number 1, C, carries -0.233; number 2, C, carries -0.305; number 3, C, carries -0.299; number 4, C, carries -0.109; number 5, C, carries -0.300

Number 1: molar mass 100.12 g mol⁻¹. Number 2: molar mass 495.65 g mol⁻¹. Number 3: molar mass 100.16 g mol⁻¹. Number 4: molar mass 827.51 g mol⁻¹. Number 5: molar mass 72.07 g mol⁻¹. Number 6: molar mass 584.75 g mol⁻¹.